Entry 1:
Entry from OMol25: a cluster of 3 separate species, C6H18O2S2 in total (ωB97M-V/def2-TZVPD).

The geometry in XYZ format:
```
28
Properties=species:S:1:pos:R:3
H -0.892 1.035 3.056
H -0.300 1.574 -2.902
H 1.675 0.735 -2.378
C 1.240 -1.345 -1.844
H 2.208 -1.508 -2.320
H -0.394 2.704 2.786
H -0.175 -2.653 0.474
C -1.324 1.840 1.126
C -0.369 0.568 -2.499
H -2.266 2.230 1.467
H 3.323 -0.806 1.282
C -0.410 1.711 2.352
H 0.212 -3.625 1.484
S -1.923 0.477 -1.585
O 3.860 -1.581 1.147
O 0.551 -2.813 1.079
S -1.516 0.196 0.371
H 1.030 0.127 1.931
H 1.531 1.657 1.307
H 0.473 -1.942 -2.336
H 1.536 1.311 3.066
H 1.356 -1.704 -0.820
C 0.943 0.159 -1.839
H -0.514 -0.100 -3.353
C 1.002 1.199 2.124
H -0.918 2.557 0.412
H 1.069 0.543 -0.826
H 3.655 -1.946 0.283
```

Output
SMILES   CCCSSCCC.O.O
Calculated total energy   -1186.24541 Ha
Gap between HOMO and LUMO   9.45 eV

***

Entry 2:
Entry from OMol25: a cluster of 4 separate species, CH11N3O3 in total (ωB97M-V/def2-TZVPD).

The geometry in XYZ format:
```
18
Properties=species:S:1:pos:R:3
O 0.944 -1.524 -0.738
H 0.333 -1.646 0.128
H 0.846 0.694 -1.245
H 0.085 -0.161 1.961
O -0.080 0.224 -2.514
H -0.119 2.297 0.508
H -0.625 -0.148 -3.226
N 0.181 0.901 1.902
H -1.150 0.650 -1.134
H -0.391 -2.546 1.579
N -1.241 0.682 -0.104
H -0.655 1.218 2.383
H 1.767 0.102 -0.002
H 0.527 -0.966 -1.467
N 1.149 0.883 -0.270
O -0.280 -1.597 1.425
C 0.003 1.207 0.523
H -1.292 -0.271 0.291
```

Output
Calculated total energy   -434.40172 Ha
Gap between HOMO and LUMO   4.76 eV